# 1
Computed, not measured: a structure of composition C19H10BCl5GdN4O2 at a distorted geometry, with ωB97M-V with the def2-TZVPD basis set.

Values from the calculation:
frontier orbital gap (alpha / beta): 7.867 / 6.506 eV
energy above the lowest of the compared OMol25 structures with the same formula, charge and spin: 0.0 kJ/mol
lowest unoccupied orbital energy (alpha / beta): -4.28 / -5.64 eV

```
! wB97M-V def2-TZVPD RIJCOSX def2/J DEFGRID3
* xyz 1 8
Gd 0.1345 0.3145 -0.0470
O 4.1441 -5.9849 -0.4550
N 4.8432 -5.0624 -0.0842
O 6.0386 -5.1210 0.1042
C 4.2135 -3.7271 0.0373
C 5.0301 -2.6701 -0.1525
C 4.5336 -1.3375 -0.1025
C 5.3672 -0.2206 -0.2861
C 4.8253 1.0352 -0.2047
C 3.4573 1.1615 0.0416
N 2.6460 0.1271 0.2027
C 3.1702 -1.1183 0.1400
C 2.2974 -2.2508 0.3558
N 0.9940 -1.9905 0.6219
C 0.1828 -2.9977 0.8981
C 0.6086 -4.3221 0.9235
C 1.9160 -4.6122 0.6273
C 2.8110 -3.5642 0.3249
H 6.0790 -2.8444 -0.3485
H 6.4220 -0.3676 -0.4799
H 5.4325 1.9197 -0.3329
H 3.0054 2.1448 0.1088
H -0.8492 -2.7422 1.1089
H -0.0916 -5.1086 1.1650
H 2.2594 -5.6324 0.6256
Cl -2.4574 1.1462 2.0975
C -3.0587 0.0200 0.9153
C -2.1005 -0.4509 0.0359
C -2.5282 -1.3356 -0.9387
Cl -1.2556 -1.8535 -2.0204
C -3.8376 -1.7677 -1.0572
Cl -4.3007 -2.8701 -2.2817
C -4.7745 -1.2679 -0.1424
Cl -6.4061 -1.7652 -0.2450
C -4.3900 -0.3609 0.8564
Cl -5.5316 0.2602 1.9690
B 0.3311 3.1515 -0.3645
C 0.7020 2.1511 -1.5303
N 0.8673 1.1686 -2.1257
H -0.7853 3.5444 -0.5359
H 0.3610 2.3860 0.6950
H 1.1376 4.0165 -0.2281
*
```

=====

# 2
Computed, not measured: a structure of composition C19H11BrN2O2PdS, with ωB97M-V with the def2-TZVPD basis set.

Values from the calculation:
frontier orbital gap: 3.424 eV
lowest unoccupied orbital energy: 4.44 eV

```
! wB97M-V def2-TZVPD RIJCOSX def2/J DEFGRID3
* xyz -2 1
Pd -0.0935 0.1519 -1.2638
Br 2.6972 -1.6475 -0.2073
C 1.6738 -2.4008 -1.6204
C 2.2517 -3.4774 -2.2841
C 1.5241 -4.0644 -3.3026
C 0.2529 -3.5760 -3.5669
C -0.2371 -2.4971 -2.8433
N 0.5032 -1.8631 -1.9031
C -1.6933 -2.0311 -3.0931
O -2.3225 -2.7150 -3.9359
O -2.0733 -1.0928 -2.3781
H 3.2350 -3.8189 -1.9955
H 1.9318 -4.8981 -3.8647
H -0.4147 -3.9906 -4.3082
S -0.2155 2.4590 3.0985
C -1.2075 1.0916 3.4845
C -1.8022 0.7299 4.6900
C -2.5593 -0.4303 4.7356
C -2.7219 -1.2183 3.5895
C -2.1307 -0.8629 2.3903
C -1.3654 0.3015 2.3363
N -0.7227 0.7609 1.1991
C -0.0938 1.8667 1.4249
C 0.6575 2.5786 0.3837
C 1.2987 3.7770 0.7291
C 2.0090 4.4931 -0.2107
C 2.0388 3.9762 -1.5214
C 1.3945 2.8061 -1.8442
C 0.6638 1.9786 -0.9172
H -1.6775 1.3415 5.5762
H -3.0282 -0.7252 5.6673
H -3.3212 -2.1199 3.6437
H -2.2394 -1.4503 1.4871
H 1.2458 4.1700 1.7429
H 2.5135 5.4166 0.0496
H 2.5845 4.5153 -2.2943
H 1.4438 2.4651 -2.8734
*
```

=====

| no. | calculated total energy (Ha) |
| --- | --- |
| 1 | -4190.73214 |
| 2 | -4090.70803 |